17
Properties=species:S:1:pos:R:3 method="wB97M-V/def2-TZVPD" lumo_energy_ev="-0.78 / -0.36" de_lowest_kcal_mol=90.35 homo_lumo_gap_ev="5.986 / 7.354" homo_energy_ev="-6.77 / -7.71"
O -1.49810 -0.17248 -1.98914
C 1.00435 0.14413 1.35356
C -1.29165 0.09274 0.33725
C -0.42604 -0.37393 1.50531
C -0.65233 -0.05016 -1.00918
C 0.76868 -0.28868 -1.09982
C 1.54275 -0.23466 0.00340
H -0.40773 -1.46987 1.53145
H -1.50288 1.16938 0.42237
H -2.26981 -0.39867 0.30032
H 0.09818 1.33427 -2.52892
H -0.86692 -0.03598 2.44841
H 2.60449 -0.44658 -0.09240
H 1.64482 -0.25580 2.14680
H -0.93558 0.28959 -2.72443
H 1.16731 -0.54229 -2.07365
H 1.02045 1.23899 1.46867

=====

17
Properties=species:S:1:pos:R:3 method="wB97M-V/def2-TZVPD" smiles="C=CC(=C)C=C.O" lumo_energy_ev=0.76 de_lowest_kcal_mol=49.87 homo_lumo_gap_ev=9.570 homo_energy_ev=-8.81
O 3.52405 0.40910 -3.40890
C 0.24834 -0.95433 2.36365
C -0.88637 0.84383 -0.28795
C -0.89320 -0.47957 1.91279
C -0.90996 2.03477 0.31473
C -1.13269 -0.42458 0.43247
C -1.39586 -1.53734 -0.25195
H -0.91073 2.89796 -0.33540
H 4.31784 0.17298 -3.90151
H 0.47813 -0.98319 3.42272
H -1.76456 -0.33006 2.53689
H -0.82440 2.11410 1.39304
H 1.00062 -1.31492 1.67966
H -0.42678 0.66930 -1.25130
H 3.58475 -0.11999 -2.59525
H -1.45146 -1.52728 -1.33203
H -1.49424 -2.47978 0.26458

=====

17
Properties=species:S:1:pos:R:3 method="wB97M-V/def2-TZVPD" lumo_energy_ev=0.93 de_lowest_kcal_mol=124.45 homo_lumo_gap_ev=8.886 homo_energy_ev=-7.95
O 0.30068 0.20438 1.23559
C -0.14931 -0.44762 -0.66654
C -0.60015 -0.81568 0.79220
C 0.97315 0.10314 0.08315
C -1.99957 -0.20586 0.66481
C -1.50299 0.38393 -0.66538
C 2.25581 0.81038 -0.16900
H -1.35356 1.46518 -0.66986
H -2.10813 0.09633 -1.52806
H 2.79459 0.32387 -0.98494
H 0.54701 -1.86181 0.90330
H 1.34319 -1.65438 0.55078
H -0.00686 -1.14449 -1.48986
H -2.27324 0.49674 1.45441
H 2.07983 1.85701 -0.45225
H -2.78271 -0.95767 0.54355
H 2.88641 0.78924 0.72355

=====

17
Properties=species:S:1:pos:R:3 method="wB97M-V/def2-TZVPD" lumo_energy_ev=0.93 de_lowest_kcal_mol=104.67 homo_lumo_gap_ev=7.979 homo_energy_ev=-7.05
O -0.11028 -0.05301 -0.40382
C -1.36138 -0.14089 0.82323
C -2.43626 0.75042 0.26262
C 2.18380 0.06373 -0.03602
C 0.95919 0.90936 -0.22652
C 1.89053 -1.21776 -0.21621
C 0.43704 -1.39499 -0.51812
H -2.91024 0.32186 -0.62758
H 3.15315 0.48253 0.21288
H -0.80357 0.44772 1.58012
H -0.12075 -1.98864 0.21310
H 1.00481 1.54189 -1.12118
H 2.57531 -2.05573 -0.13965
H -3.20636 0.75359 1.04861
H 0.23629 -1.75881 -1.53250
H -2.19440 1.80451 0.04353
H 0.70313 1.53421 0.63753

=====

17
Properties=species:S:1:pos:R:3 method="wB97M-V/def2-TZVPD" lumo_energy_ev="-0.63 / -0.90" de_lowest_kcal_mol=109.50 homo_lumo_gap_ev="8.144 / 7.688" homo_energy_ev="-8.77 / -8.59"
O 1.53940 1.28012 -0.12166
C -0.37257 1.05133 -1.45598
C 1.24410 -0.44644 1.54582
C 0.34214 -0.12647 -1.69748
C 0.63200 0.62240 0.64743
C -0.43166 0.12324 -0.36351
C -1.69834 -0.54546 0.08996
H 1.96286 0.01158 2.23118
H 0.14802 -0.78316 -2.54013
H 0.03127 1.31227 1.27229
H -1.00441 1.73736 -2.00938
H 1.40130 0.08151 -1.32022
H -1.46385 -1.53589 0.49352
H -2.41384 -0.67170 -0.72844
H -2.17823 0.04187 0.88115
H 0.48266 -0.96927 2.13943
H 1.77914 -1.18329 0.93602

=====

17
Properties=species:S:1:pos:R:3 method="wB97M-V/def2-TZVPD" smiles="O[C@@H]1C=CCCC1" lumo_energy_ev=1.00 de_lowest_kcal_mol=4.82 homo_lumo_gap_ev=10.518 homo_energy_ev=-9.52
O 1.63194 -0.70134 1.29697
C 0.06690 -1.17401 -0.41576
C 1.09592 1.08761 -0.28296
C -1.13043 -0.57454 0.32351
C -0.11470 1.64827 -0.28368
C 1.32378 -0.39405 -0.06408
C -1.39193 0.89109 -0.04070
H 1.35725 -1.62532 1.38920
H -1.96339 1.37637 0.76347
H -2.02644 0.97204 -0.93575
H -0.07736 -1.18686 -1.50205
H 1.96276 1.69429 -0.53531
H -0.20878 2.71464 -0.49303
H 0.22436 -2.20903 -0.05999
H -0.90015 -0.62827 1.39267
H 2.17071 -0.70737 -0.69555
H -2.02044 -1.18355 0.14304